63
Properties=species:S:1:pos:R:3:forces:R:3 method="wB97M-V/def2-TZVPD" relative_energy_ev=0.0000 gap_ha=0.359 lumo_energy_ha=-0.0696 smiles="CCCCCCC[N@H+](CC)CCC[C@@H](O)c1ccc(NS(C)(=O)=O)cc1" energy_ha=-1517.49398 total_charge=+1
H 1.19422 3.06522 -1.28317 0.022 0.059 -0.140
H -2.08696 2.83102 -3.27766 -0.077 -0.196 -0.057
H -3.85536 0.59538 1.94530 -0.103 0.045 0.015
C -3.62756 -0.30033 2.52743 0.075 -0.234 0.061
H 0.34208 -0.41947 -1.16311 0.221 -0.291 0.043
C -2.50997 -1.27089 0.46811 -0.316 -0.341 0.008
H -1.51070 -1.24763 0.90874 0.163 0.092 0.024
H -2.08205 -0.97923 3.87693 0.094 -0.088 0.084
C -2.35143 -0.07681 3.33207 -0.239 0.050 -0.114
N -0.94820 3.15083 0.19231 -0.419 -0.130 -0.559
H -3.56571 -2.32448 -1.06926 -0.053 -0.080 -0.006
H 3.81952 -1.85106 1.48503 0.070 -0.042 0.137
H -4.45398 -0.46769 3.22023 -0.054 0.085 -0.023
H -0.22457 2.39197 2.68223 -0.127 -0.049 0.100
H 3.24389 1.81268 -0.76559 0.042 -0.059 -0.059
O 4.56041 0.14637 0.31241 0.155 -0.046 -0.151
H -0.61674 3.63809 -2.67295 0.204 0.058 -0.008
H -3.28723 -2.39528 2.13877 -0.055 -0.090 0.019
H -0.15020 -2.63309 -0.14466 0.139 0.054 -0.040
H -1.59321 -1.06609 -2.00560 -0.004 -0.009 -0.137
C 1.69683 1.57095 2.22076 0.149 0.108 -0.156
C 2.06112 -1.44408 -0.59135 0.506 0.063 0.557
C -0.10936 -2.42383 -1.21197 -0.565 -0.399 0.113
H -2.49776 0.72269 4.05470 0.079 0.080 0.100
C 1.17788 -1.17341 -2.86312 0.121 0.264 -0.680
H 1.84520 1.17886 3.21507 -0.021 -0.078 0.159
H 0.25154 -1.28458 -3.42749 0.010 -0.102 0.121
C -1.63032 3.34318 -2.43982 0.008 -0.448 0.599
H 1.18144 0.96768 -2.80521 0.010 0.132 -0.027
N 0.83777 -1.29776 -1.42163 -0.133 0.195 0.087
C 2.64028 1.32242 1.22848 0.118 0.086 -0.041
H 1.84853 -1.99435 -3.12722 -0.143 -0.051 0.133
O -2.94940 1.88852 -0.67803 -0.386 0.427 0.083
C 2.47933 1.92394 -0.01203 0.043 -0.038 0.064
H -2.43998 -3.33731 -0.17393 -0.052 -0.102 0.003
C 3.06712 -1.09459 1.70985 0.009 0.213 -0.260
C 1.32839 2.62523 -0.30875 0.065 0.149 0.374
H 1.86073 0.27444 -4.27994 -0.002 -0.016 -0.087
H -1.76788 -2.73007 -2.57410 0.087 0.074 -0.072
H 4.32097 0.53893 2.32601 -0.064 -0.032 -0.121
H -1.62244 3.30889 0.92722 -0.279 -0.004 -0.005
S -1.61153 2.22528 -1.03906 0.009 -0.164 -0.322
H 0.30495 -3.30202 -1.71215 0.123 0.115 0.058
C 0.31035 2.71104 0.63095 0.952 -0.217 0.080
O -0.71983 1.11489 -1.33157 -0.205 0.615 -0.138
H 1.05114 -0.61210 1.11523 -0.117 -0.061 0.024
C -3.53783 -1.49320 1.57552 0.130 0.325 -0.033
C 1.80303 0.16876 -3.20042 -0.010 -0.117 0.122
H 1.40066 -2.33944 1.27412 -0.116 0.044 -0.040
H 2.53429 -2.39356 -0.85270 -0.066 0.056 -0.153
C 0.53191 2.25242 1.92479 -0.155 0.110 -0.116
H -2.22669 4.19793 -2.15096 -0.091 0.174 0.063
H 2.75064 -0.63955 -0.84144 -0.118 -0.081 -0.202
H -1.52093 0.19689 2.68374 0.156 0.017 -0.027
H 2.82370 -1.16362 2.76915 0.016 -0.046 0.033
H 2.80950 0.26321 -2.80446 0.103 0.048 0.040
C -1.52803 -2.11409 -1.70724 -0.131 -0.131 0.065
C 3.71925 0.28278 1.44300 -0.103 -0.074 0.450
C -2.57566 -2.34675 -0.61365 0.192 0.292 -0.003
H -2.69586 -0.29909 0.00900 0.064 -0.031 0.022
C 1.79165 -1.38783 0.91073 0.086 -0.096 -0.033
H -4.51752 -1.64789 1.12045 -0.045 -0.099 -0.029
H 5.22660 0.84066 0.32188 0.026 0.008 0.000



12
Properties=species:S:1:pos:R:3:forces:R:3 method="wB97M-V/def2-TZVPD" relative_energy_ev=3.6664 gap_ha=0.320 lumo_energy_ha=0.0075 energy_ha=-592.13714 total_charge=0
H 2.81528 0.67423 1.23444 0.105 -0.178 0.117
H -2.34646 2.08173 -0.66488 -0.157 -0.094 0.149
H -1.40931 -1.94567 -0.52106 0.034 -0.067 0.080
H -0.80607 -1.69748 1.13195 -0.024 -0.071 -0.106
H 0.71114 -1.36100 -1.32184 0.123 0.126 -0.031
C -0.90882 -1.24364 0.14327 -0.378 0.287 0.411
C 0.41343 -0.83235 -0.42295 -0.105 -0.248 -0.103
C 1.21228 0.07151 0.06222 -0.032 -0.366 -0.114
S -2.12771 0.14162 0.40859 0.569 0.103 -0.535
C -1.68243 1.20927 -0.73608 -0.146 0.032 0.102
H 2.06356 1.96461 0.18039 -0.147 0.178 -0.136
C 2.06512 0.93715 0.50595 0.158 0.300 0.166



59
Properties=species:S:1:pos:R:3:forces:R:3 method="wB97M-V/def2-TZVPD" relative_energy_ev=3.8855 gap_ha=0.339 lumo_energy_ha=-0.1059 energy_ha=-1079.91175 total_charge=+1
O -1.67559 -1.51067 1.03380 -0.094 -0.026 0.153
H 0.01441 3.48817 -0.90487 -0.042 0.088 -0.004
H 2.00833 -1.05354 1.55374 0.058 -0.374 0.191
H -0.52793 2.15801 0.09314 -0.012 0.009 0.049
C -3.66441 2.75366 0.15454 0.101 -0.241 0.063
H -4.87387 1.03896 -0.27051 -0.045 -0.215 -0.076
H -3.51694 0.19543 3.04865 0.010 -0.060 0.049
H 2.90528 -3.94863 -1.43579 -0.016 0.013 -0.039
H 0.28031 -1.54601 -1.67201 0.038 0.170 -0.187
H 0.86774 1.65038 2.14228 0.052 -0.037 -0.018
C 1.13623 1.74782 -1.23062 0.107 0.069 -0.196
C -0.24662 -1.00230 -0.88494 -0.145 -0.359 -0.018
C -2.97924 -1.09115 0.55833 -0.065 0.088 0.160
C 5.58614 -2.03318 -2.17794 0.043 -0.035 0.027
C -4.07046 0.48950 2.15783 0.058 0.042 -0.012
H -4.61572 3.27608 0.13195 -0.047 0.094 -0.060
H 2.19115 -1.81364 -0.06232 0.158 -0.127 0.099
H -3.24658 2.86965 1.15394 -0.101 0.063 0.026
H 5.87403 -1.03337 -2.47436 -0.002 0.000 -0.013
H -0.68758 4.26627 2.10034 -0.013 0.080 0.003
C -3.20080 0.39079 0.89710 -0.188 -0.141 0.160
C -3.80547 1.25750 -0.22605 0.148 0.262 0.126
H 6.83536 -5.08421 -1.45303 0.024 0.022 -0.005
H -2.20296 1.48978 -1.67009 0.106 -0.018 0.011
H -2.21311 0.78395 1.15843 0.083 0.094 -0.214
C 3.94100 -3.65239 -1.59238 -0.048 0.016 0.018
C -0.81287 -2.01796 0.08547 0.168 -0.175 0.029
C 0.36905 2.65167 -0.29685 -0.178 -0.037 -0.124
H 0.51103 1.49260 -2.09233 -0.095 -0.070 -0.030
H -1.18841 -2.92734 -0.38729 -0.051 -0.077 0.007
C 6.11730 -4.28724 -1.60707 0.019 -0.044 0.008
H 0.10935 -2.29194 1.91899 -0.167 -0.202 0.037
H 3.47164 -1.62163 -2.11394 0.020 0.024 -0.031
O 1.19177 3.13409 0.72938 0.113 0.061 0.000
C 4.25382 -2.35809 -1.97312 -0.095 0.069 -0.005
H 7.58958 -2.81883 -2.14311 0.010 -0.015 -0.003
H -3.81479 1.55235 -2.35673 0.037 0.102 -0.032
C -3.19989 1.04959 -1.61140 -0.193 0.013 -0.069
H -1.34352 2.62098 2.19095 -0.009 0.050 -0.043
H 0.14421 0.26422 0.76139 0.182 0.219 -0.012
N 4.84266 -4.60901 -1.40367 0.001 -0.013 0.028
H 2.00461 2.28610 -1.60181 0.076 -0.034 0.007
H -3.14241 0.00962 -1.92523 -0.049 -0.084 -0.047
H 1.61675 3.14031 2.68045 0.089 0.062 -0.044
C 6.53835 -3.02093 -1.99388 -0.023 0.018 0.012
C 0.83541 2.74328 2.03772 -0.087 0.017 0.269
H -2.97660 3.25303 -0.52589 -0.038 0.108 -0.074
H -4.94086 -0.16102 2.07594 -0.068 -0.013 -0.052
H -1.05349 -0.41629 -1.31318 0.062 0.110 -0.069
H -3.07355 -1.30708 -0.50219 0.106 -0.006 -0.106
H -4.43937 1.50043 2.31087 0.039 0.062 0.069
O 1.66204 0.56444 -0.63284 0.173 0.099 0.012
H -0.53071 3.32306 3.58183 -0.075 -0.007 0.068
H 0.71961 -3.35088 0.79839 0.004 -0.105 0.019
H -3.70047 -1.71577 1.08112 -0.035 -0.059 0.000
N 0.40947 -2.39525 0.94918 0.193 0.359 0.065
C 1.49798 -1.39558 0.66086 -0.156 0.647 -0.372
C -0.51953 3.26648 2.49493 0.097 -0.081 0.050
C 0.73911 -0.24429 -0.00613 -0.235 -0.476 0.139



13
Properties=species:S:1:pos:R:3:forces:R:3 method="wB97M-V/def2-TZVPD" relative_energy_ev=5.8720 gap_ha=0.347 lumo_energy_ha=-0.0155 energy_ha=-360.69786 total_charge=0
H 2.04411 1.65875 0.01535 -0.116 -0.060 0.138
H -1.39647 -2.74493 0.34570 0.257 0.579 0.056
H 0.50913 -0.06726 1.00330 -0.045 1.023 -0.493
H 0.66659 2.56372 -0.60804 -0.030 0.014 0.114
O 0.17665 -1.64074 -0.21104 -0.117 -0.151 -0.510
O -1.20695 0.90722 0.42103 -0.020 -0.402 -0.595
O 0.33737 -0.12299 -0.96199 -0.895 -2.054 0.369
H 0.88400 2.40815 1.15018 -0.075 -0.182 -0.110
C 0.99259 1.89446 0.19270 -0.145 0.009 -0.677
C 0.16170 0.61760 0.16768 0.453 -0.131 2.248
H -1.67327 0.13340 0.05383 0.017 0.546 0.265
N -0.90338 -2.42233 -0.48420 0.974 0.633 -0.960
H -0.59207 -3.18505 -1.08449 -0.259 0.176 0.155



14
Properties=species:S:1:pos:R:3:forces:R:3 method="wB97M-V/def2-TZVPD" relative_energy_ev=0.4571 gap_ha=0.347 lumo_energy_ha=0.0292 energy_ha=-1152.57525 total_charge=0
C 0.32382 1.76672 0.04652 0.712 0.260 0.725
C -1.20727 -0.08968 -0.05150 -0.386 -1.296 0.086
C -1.95974 0.98788 -0.14297 -1.686 1.073 0.344
Cl 2.84859 -0.35774 -0.00534 -0.158 0.264 -0.137
H -1.38050 3.04450 -0.65685 0.237 -0.282 -0.306
H 0.88204 2.23236 -0.79488 -0.113 -0.654 0.553
C 0.19462 0.24444 -0.01280 0.807 1.440 -0.185
H -3.06363 0.99149 -0.29858 1.072 -0.020 0.332
C 1.15013 -0.64328 -0.08371 0.297 -2.515 0.707
H 0.83545 2.06326 1.03075 -0.504 -0.435 -1.524
Cl -1.73686 -1.78928 0.05430 0.176 1.337 -0.317
H -1.25898 2.76033 1.00703 -0.756 -0.246 0.473
H 0.86368 -1.72294 -0.00570 0.583 1.091 -0.345
C -1.13114 2.25564 0.05878 -0.281 -0.017 -0.408